12
Properties=species:S:1:pos:R:3:forces:R:3 method="wB97M-V/def2-TZVPD" fmax_ev_per_a=2.29 e_above_lowest_kcal_mol=13.6 homo_ev=-3.0 lumo_energy_ev=3.3 total_charge=-1 e_tot_ev=-34694.238
S 1.272192 -1.941457 1.315282 0.554 -0.124 -0.677
S 2.340931 -1.130588 -0.313359 0.110 0.069 0.836
H 0.460439 -0.725133 1.519949 -0.417 0.246 0.412
H 2.978891 -0.162489 0.404509 -0.166 -0.345 -0.383
C -1.232336 -0.069995 -0.934877 0.707 0.836 2.014
C -0.551377 0.992679 -0.032006 0.729 0.993 -0.243
S -0.565927 0.799567 1.779417 -0.081 -0.600 0.011
H -2.260171 -0.058136 -0.614825 -0.640 -0.283 -0.234
H -0.801059 -1.041769 -0.717069 0.026 -0.200 -0.271
H -1.112242 0.239035 -1.951012 -0.042 -0.092 -0.847
H -1.060331 1.968001 -0.157964 0.280 -0.379 -0.466
H 0.530990 1.130285 -0.298045 -1.061 -0.120 -0.153